Entry 1:
# C3H6NO4

2 unconnected molecules or ions with the total composition C3H6NO4 at a distorted geometry (ωB97M-V/def2-TZVPD, OMol25).

Positions of all 14 atoms, in Å:
O 1.9608 0.3183 -1.7458
C 0.9867 0.1667 -0.9985
C 1.1109 -1.1607 -0.1597
N -0.0096 -1.5707 0.6550
C -1.2507 -0.6188 0.3732
O -2.1058 -1.2169 -0.1882
O -1.0807 0.4723 0.8189
H 0.0692 0.8085 -1.0722
H 1.3777 -1.8492 -0.9670
H 1.9525 -1.1621 0.5525
H -0.3415 -2.4819 0.5332
H -1.2992 2.1441 0.4422
H -0.2751 3.0620 1.0537
O -1.0953 3.0884 0.7029

The value obtained for the HOMO energy is -4.2660 eV. The value obtained for the orbital gap is 8.2079 eV. The calculation puts the energy above the lowest of the compared OMol25 structures with the same formula, charge and spin at 68.6 kcal/mol. The charge is -1.

=====

Entry 2:
# C8H16N2O5

2 unconnected molecules or ions with the total composition C8H16N2O5 at a distorted geometry (ωB97M-V/def2-TZVPD, OMol25).

Positions of all 31 atoms, in Å:
O 0.3396 0.5762 -1.2753
C 0.7203 -0.5126 -1.6366
O 0.6506 -0.9125 -2.9192
C 1.3756 -1.5557 -0.7460
C 0.8294 -1.5020 0.7051
C 2.0657 -1.1941 1.5656
C 2.9951 -0.4965 0.5667
N 2.8085 -1.2068 -0.7026
H 0.2908 -0.1598 -3.4149
H 1.2494 -2.5330 -1.2189
H 0.0950 -0.6960 0.7893
H 0.3409 -2.4372 0.9885
H 1.8297 -0.5796 2.4391
H 2.5320 -2.1207 1.9232
H 4.0513 -0.5037 0.8520
H 2.6874 0.5474 0.4287
H 3.3474 -2.0664 -0.6841
N -2.4702 0.9333 1.6735
C -2.4744 1.4160 0.3044
C -1.1350 2.0383 -0.1388
O -0.7377 3.0563 0.7586
C -2.8418 0.3382 -0.6926
O -3.3352 0.5483 -1.7741
O -2.4777 -0.8939 -0.2864
H -2.0007 1.6340 2.2414
H -1.9142 0.0853 1.7324
H -3.2501 2.1846 0.2024
H -0.3494 1.2766 -0.0981
H -1.2071 2.4067 -1.1726
H -1.2955 3.8275 0.5960
H -2.7198 -1.4984 -1.0066

The value obtained for the HOMO energy is -9.1579 eV. The value obtained for the orbital gap is 9.6981 eV. The calculation puts the energy above the lowest of the compared OMol25 structures with the same formula, charge and spin at 33.4 kcal/mol. The structure (SMILES) is O=C(O)[C@@H]1CCCN1.N[C@@H](CO)C(=O)O.

=====

Entry 3:
# C18H18F6N5O10PtSSbSe

A molecular structure, C18H18F6N5O10PtSSbSe at a distorted geometry (ωB97M-V/def2-TZVPD, OMol25).

Positions of all 61 atoms, in Å:
Pt 0.3483 0.4145 -0.4429
O -1.2462 1.4268 -7.3435
N -2.1789 1.6535 -6.5566
O -3.3034 1.9712 -6.9429
C -1.9873 1.5436 -5.1417
C -3.1236 1.7452 -4.3389
C -3.0067 1.7069 -2.9476
C -4.1081 1.9092 -2.0806
C -3.8668 1.8834 -0.7361
C -2.5665 1.6112 -0.2212
N -1.5129 1.3148 -0.9905
C -1.7066 1.4307 -2.3434
C -0.5549 1.2158 -3.1685
N 0.5914 0.9588 -2.4726
C 1.6760 0.7766 -3.2273
C 1.6332 0.7698 -4.6464
C 0.4837 0.9808 -5.3831
C -0.6778 1.2411 -4.6298
H -4.0966 1.9109 -4.8396
H -5.0959 2.0765 -2.5248
H -4.6593 2.0475 -0.0067
H -2.4091 1.5954 0.8600
H 2.6123 0.5790 -2.7115
H 2.5778 0.5598 -5.1695
H 0.4364 0.9532 -6.4678
F -1.1958 -1.4224 -1.3687
Sb 0.0712 -2.9053 -1.4680
F -0.5910 -3.3567 -3.1976
F -1.3303 -3.9111 -0.6494
F 1.5040 -4.2291 -1.4995
F 0.6322 -4.2852 1.1131
F 1.3103 -1.6647 -2.2790
O 2.6388 0.8130 2.2157
Se 2.9340 1.3450 0.4159
O 1.4847 2.3584 0.0265
O 2.7634 -0.2103 -0.4282
O 4.4788 2.0781 0.5521
C -1.4340 -3.1971 2.1668
S 0.3247 -2.7683 1.6974
O -0.4756 -0.8137 2.1243
O 1.3435 -2.7056 2.6938
O 0.7470 -2.1433 0.3151
H -1.6098 -2.8125 3.1907
H -1.4980 -4.3025 2.1102
H -2.1383 -2.7148 1.4508
N 0.4470 0.0487 1.5975
C 1.5094 0.1831 2.4800
N 1.5617 -0.3041 3.7594
C 0.4087 -0.3948 4.6857
C 0.5301 0.7953 5.6510
O 1.8022 0.7258 6.4086
C 2.9717 0.6910 5.5168
C 2.8631 -0.4319 4.4605
H 0.4525 -1.3361 5.2279
H -0.5303 -0.3450 4.1062
H -0.2847 0.7971 6.3978
H 0.5172 1.7308 5.0804
H 3.8477 0.5141 6.1816
H 3.0633 1.6709 5.0036
H 2.9207 -1.3932 4.9939
H 3.7016 -0.3797 3.7404

The value obtained for the HOMO energy (spin up / spin down) is -9.5228 / -12.7819 eV. The value obtained for the orbital gap (spin up / spin down) is 5.2385 / 5.8426 eV. The calculation puts the energy above the lowest of the compared OMol25 structures with the same formula, charge and spin at 7.4 kcal/mol. Its multiplicity is 6. The charge is +1. Its expectation value of S² is 8.836.

=====

Entry 4:
# C5H3FOS

A single C5H3FOS molecule at a distorted geometry (ωB97M-V/def2-TZVPD, OMol25).

Positions of all 11 atoms, in Å:
O 0.1615 -2.6546 -0.0274
C -0.0244 -1.4194 0.1552
C 1.1717 -0.3188 0.1229
S 2.6695 -0.7306 -0.1302
C 0.5703 1.1026 0.0179
C -0.8364 0.7708 -0.1248
C -1.2039 -0.5538 0.0092
F -2.4858 -0.9390 -0.1434
H 0.7834 1.5756 1.0279
H 0.9345 1.6313 -0.8110
H -1.7404 1.5359 -0.0962

The value obtained for the HOMO energy is -9.1154 eV. The value obtained for the orbital gap is 7.6450 eV. The calculation puts the energy above the lowest of the compared OMol25 structures with the same formula, charge and spin at 32.7 kcal/mol. The structure (SMILES) is O=C1C(=S)CC=C1F.

=====

Entry 5:
# C20H29N4O6PS

4 unconnected molecules or ions with the total composition C20H29N4O6PS at a distorted geometry (ωB97M-V/def2-TZVPD, OMol25).

Positions of all 61 atoms, in Å:
C 5.3050 -0.0720 -2.2196
C 3.7528 0.4973 -2.2997
N 2.9555 -0.0818 -3.4704
C 2.5127 -1.4628 -2.9457
C 3.4839 -2.7398 -3.2834
C 3.1141 -4.2354 -2.7232
N 4.0021 -5.4340 -2.9739
S 3.0926 -6.6809 -2.0948
N 1.6739 -5.8127 -1.4635
C 1.7297 -4.3450 -1.8513
C 0.6826 -3.1143 -1.5120
C 1.1024 -1.6049 -2.0791
P 0.0388 -0.0219 -1.8127
N -1.4692 -0.4155 -2.3547
H 5.8876 -0.0046 -3.2341
H 5.8428 0.5648 -1.3650
H 5.3624 -1.2059 -1.8806
H 3.6912 1.6722 -2.2914
H 3.2215 0.1190 -1.3144
H 3.5701 -0.2193 -4.3168
H 4.4701 -2.5191 -3.9055
H -0.3050 -3.2815 -0.9048
H 0.4717 1.1171 -2.5810
H -0.0859 0.3818 -0.4333
H -1.4053 -1.4217 -2.6841
O 2.1301 2.7710 -1.4763
C 1.6447 3.7565 -2.0068
C 2.4165 4.9253 -2.5401
C 1.3399 5.9685 -2.7013
C 0.1123 5.1374 -2.9679
O 0.3099 3.9283 -2.2366
H 2.8638 4.6505 -3.4994
H 3.1841 5.2469 -1.8324
H 1.5486 6.6942 -3.4919
H 1.2182 6.5189 -1.7604
H 0.0003 4.8897 -4.0287
H -0.7992 5.6331 -2.6215
O -1.2954 1.7832 4.9900
C -0.9333 1.0207 4.1094
C -1.8376 0.1665 3.2734
C -0.8704 -0.8174 2.6651
C 0.4081 -0.0240 2.5968
O 0.3644 0.8583 3.7172
H -2.3159 0.7900 2.5130
H -2.5864 -0.3360 3.8900
H -1.1908 -1.2021 1.6933
H -0.7414 -1.6713 3.3413
H 0.4772 0.5752 1.6828
H 1.2910 -0.6660 2.6672
O -3.5190 -2.9568 4.7363
C -4.5438 -2.3721 4.4263
C -5.4672 -1.6732 5.3776
C -6.7080 -1.4936 4.5399
C -6.1523 -1.4002 3.1429
O -4.9896 -2.2272 3.1439
H -5.0268 -0.7139 5.6633
H -5.6639 -2.2875 6.2592
H -7.3059 -0.6237 4.8243
H -7.3425 -2.3839 4.6280
H -5.8546 -0.3794 2.8813
H -6.8633 -1.7646 2.3958

The value obtained for the HOMO energy is -8.0946 eV. The value obtained for the orbital gap is 6.3575 eV. The structure (SMILES) is CCNc1cc2nsnc2cc1[PH2]=N.O=C1CCCO1.O=C1CCCO1.O=C1CCCO1.

=====

Entry 6:
# C6H13NOS

2 unconnected molecules or ions with the total composition C6H13NOS at a distorted geometry (ωB97M-V/def2-TZVPD, OMol25).

Positions of all 22 atoms, in Å:
C -1.7883 -0.4964 -0.6733
C 2.9677 0.1893 0.7800
C -0.3982 -0.4250 -1.0610
C 1.9931 -0.2868 -0.3482
C 0.5904 0.0737 0.0717
C -2.3038 1.8219 -0.2857
N -2.2978 0.5532 -0.1632
O -2.8077 2.5514 0.7442
S -1.8236 -3.3741 0.3303
H -2.2617 -1.5840 -0.3378
H 3.4494 1.2460 0.5214
H 2.4983 0.2973 1.8234
H 3.8635 -0.5533 0.8275
H -0.1633 0.4032 -1.7257
H -0.1527 -1.4647 -1.2844
H 2.1414 0.1017 -1.2610
H 2.1746 -1.3027 -0.4897
H 0.3042 1.0450 0.2359
H 0.2179 -0.5699 0.8575
H -2.1765 2.5255 -1.1012
H -3.1467 1.9152 1.4219
H -0.8800 -2.6665 1.1174

The value obtained for the HOMO energy (spin up / spin down) is -7.1592 / -7.4068 eV. The value obtained for the orbital gap (spin up / spin down) is 5.5781 / 6.0077 eV. The calculation puts the energy above the lowest of the compared OMol25 structures with the same formula, charge and spin at 126.2 kcal/mol.

=====

Entry 7:
# C2H4N4

2 unconnected molecules or ions with the total composition C2H4N4 at a distorted geometry (ωB97M-V/def2-TZVPD, OMol25).

Positions of all 10 atoms, in Å:
N -1.0404 0.1393 -1.4841
C -0.6922 -0.7424 -0.5204
C -0.3515 -1.6184 0.2443
N 1.7123 0.5470 1.3896
N 0.8509 1.3111 0.9766
N 0.1544 2.1578 0.7047
H -0.6512 -0.0436 -2.4052
H -1.0251 1.1222 -1.2360
H -0.2704 -2.4821 0.8867
H 1.3133 -0.3908 1.4438

The value obtained for the HOMO energy is -9.1491 eV. The value obtained for the orbital gap is 10.0879 eV. The calculation puts the energy above the lowest of the compared OMol25 structures with the same formula, charge and spin at 93.0 kcal/mol.

=====

Entry 8:
# C7H11N3

2 unconnected molecules or ions with the total composition C7H11N3 at a distorted geometry (ωB97M-V/def2-TZVPD, OMol25).

Positions of all 21 atoms, in Å:
N -0.1768 1.1157 -2.9380
N 0.9047 1.1911 -2.1129
C 0.8125 0.7685 -0.9373
C -0.3779 0.3173 -0.1911
C -1.6099 -0.1780 -0.5105
C -2.3109 -0.2841 0.7692
C -1.5634 0.3475 1.7493
N -0.3225 0.5923 1.1686
H -1.1427 0.9457 -2.6433
H -0.0876 1.8343 -3.5811
H 1.7470 1.1091 -0.4084
H -1.8041 -0.4781 -1.5119
H -3.4048 -0.4114 0.6991
H -1.7499 0.4303 2.7699
H 0.5693 0.8935 1.6313
C 2.0003 -1.2437 1.6019
C 1.5017 -1.4604 0.3971
H 1.4156 -1.4072 2.4775
H 3.1151 -1.1196 1.7484
H 2.0284 -1.3192 -0.4541
H 0.4560 -1.6436 0.2761

The value obtained for the HOMO energy is -8.0737 eV. The value obtained for the orbital gap is 8.9090 eV. The calculation puts the energy above the lowest of the compared OMol25 structures with the same formula, charge and spin at 58.6 kcal/mol. The structure (SMILES) is N/N=C\c1ccc[nH]1.C=C.

=====

Entry 9:
# C8H19NS

2 unconnected molecules or ions with the total composition C8H19NS at a distorted geometry (ωB97M-V/def2-TZVPD, OMol25).

Positions of all 29 atoms, in Å:
C -0.5221 1.4526 0.9068
C -1.8477 1.2019 0.1570
C -1.6839 1.3818 -1.3267
C -2.9554 2.0439 0.7120
C -2.2056 -0.2768 0.3456
S -1.0803 -1.3117 -0.6740
N -1.0481 -2.6406 0.4811
H 0.2180 0.6545 0.7514
H -0.1106 2.3622 0.5372
H -0.5759 1.5784 1.9391
H -1.8338 2.3713 -1.5637
H -2.5331 0.8353 -1.6552
H -0.7569 0.9925 -1.6882
H -3.2707 1.5694 1.5690
H -2.5821 3.0165 0.9667
H -3.9411 2.0252 0.2100
H -3.2612 -0.6127 0.0760
H -2.0854 -0.5667 1.4606
H -0.2001 -3.1037 0.5474
H -1.7570 -3.3131 0.1865
C 2.4352 -2.8504 0.7408
C 2.6377 -1.7863 -0.0317
C 3.7783 -0.8344 0.2484
H 1.6848 -3.5286 0.4103
H 2.7214 -2.8130 1.7845
H 2.3578 -1.7617 -1.0477
H 4.6404 -1.4522 0.0822
H 3.7437 -0.0191 -0.4514
H 3.7612 -0.5082 1.2604

The value obtained for the HOMO energy is -8.3721 eV. The value obtained for the orbital gap is 9.1774 eV. The calculation puts the energy above the lowest of the compared OMol25 structures with the same formula, charge and spin at 10.9 kcal/mol. The structure (SMILES) is CC(C)(C)CSN.C=CC.

=====

Entry 10:
# C26H31N5O5

A single C26H31N5O5 molecule (ωB97M-V/def2-TZVPD, OMol25).

Positions of all 67 atoms, in Å:
C -1.0837 0.7230 -5.4408
O -0.4555 -0.2446 -4.6382
C 0.2345 0.1673 -3.5252
C 0.1166 1.4431 -2.9885
C 0.8596 1.8459 -1.8944
C 1.7732 0.9841 -1.3105
C 2.7089 1.4599 -0.2332
C 2.3965 1.0016 1.1982
N 2.2655 -0.4378 1.2848
C 2.6036 -1.1291 2.3899
C 2.4708 -2.6206 2.2549
O 2.9899 -0.5712 3.4101
C 1.1544 1.6862 1.8113
O 0.3169 2.2701 1.1474
N 1.1601 1.5393 3.1432
C 0.1976 1.9358 4.1610
C -1.1538 2.4103 3.6098
C -2.0746 1.2007 3.3752
N -1.2935 0.0158 3.1154
C -1.0488 -0.5588 1.9093
O -0.4389 -1.6116 1.8194
N -1.5719 0.1184 0.8260
C -1.8597 -0.3905 -0.4280
C -2.5514 0.4396 -1.3161
C -2.9560 -0.0283 -2.5441
C -2.6514 -1.3360 -2.9289
C -3.0374 -1.8081 -4.1994
N -3.3442 -2.1858 -5.2390
C -1.9431 -2.1605 -2.0539
C -1.5575 -1.6965 -0.8156
C -0.5729 -0.4548 4.2829
C -0.0260 0.7340 5.0888
C 1.8750 -0.3004 -1.8256
C 1.1110 -0.7394 -2.9028
O 1.3234 -2.0451 -3.2346
C 0.8898 -2.5689 -4.4716
H -1.4576 0.1783 -6.3064
H -1.9271 1.1958 -4.9293
H -0.3770 1.4943 -5.7643
H -0.5637 2.1476 -3.4395
H 0.7362 2.8437 -1.5052
H 3.7170 1.1127 -0.4733
H 2.7138 2.5509 -0.2262
H 3.2519 1.2727 1.8330
H 1.7648 -0.9003 0.5402
H 1.4180 -2.8612 2.1205
H 2.8457 -3.1044 3.1521
H 3.0228 -2.9745 1.3878
H 1.9204 0.9671 3.5150
H 0.6530 2.7561 4.7351
H -1.6148 3.0858 4.3308
H -0.9860 2.9581 2.6850
H -2.7833 1.3850 2.5680
H -2.6589 0.9984 4.2803
H -1.6476 1.1227 0.9068
H -2.7781 1.4548 -1.0233
H -3.5188 0.6083 -3.2119
H -1.7004 -3.1702 -2.3501
H -1.0243 -2.3409 -0.1375
H 0.2383 -1.0935 3.9309
H -1.2378 -1.0642 4.9069
H -0.7250 1.0268 5.8733
H 0.9130 0.4463 5.5613
H 2.5973 -1.0022 -1.4354
H -0.1977 -2.5791 -4.5584
H 1.2683 -3.5910 -4.4919
H 1.3103 -2.0111 -5.3115

The value obtained for the HOMO energy is -7.9754 eV. The value obtained for the orbital gap is 8.5518 eV. The structure (SMILES) is COc1ccc(C[C@H](NC(C)=O)C(=O)NC2CCN(C(=O)Nc3ccc(C#N)cc3)CC2)cc1OC.

=====

Entry 11:
# C5H9Cl

A single C5H9Cl molecule at a distorted geometry (ωB97M-V/def2-TZVPD, OMol25).

Positions of all 15 atoms, in Å:
C -1.5469 -0.4451 -0.6366
C -0.1125 -0.9540 -0.2752
C 0.2182 -0.7389 1.1235
C 1.0099 0.0081 0.0817
C 0.7515 1.5031 0.0075
Cl 2.6587 -0.5655 -0.3449
H -1.6915 -0.1954 -1.7885
H -2.2713 -1.2002 -0.3703
H -1.8670 0.4059 -0.0441
H 0.1930 -1.7893 -0.8974
H 0.8252 -1.5178 1.6599
H -0.4843 -0.1627 1.7498
H 1.3418 1.9977 0.7815
H 1.2464 1.8799 -0.8555
H -0.2713 1.7739 -0.1912

The value obtained for the HOMO energy is -9.6170 eV. The value obtained for the orbital gap is 10.6647 eV. The calculation puts the energy above the lowest of the compared OMol25 structures with the same formula, charge and spin at 27.1 kcal/mol. The structure (SMILES) is C[C@@H]1C[C@@]1(C)Cl.

=====

Entry 12:
# C2H2O3S

2 unconnected molecules or ions with the total composition C2H2O3S at a distorted geometry (ωB97M-V/def2-TZVPD, OMol25).

Positions of all 8 atoms, in Å:
C -1.3303 -1.6176 -0.2744
C -1.3272 -0.7396 0.8925
O 1.6004 1.4791 0.1092
O 2.1160 1.7728 -2.2346
O -0.3075 -0.8773 -0.1081
S 2.1954 0.9250 -1.0811
H -1.8937 0.1729 0.8290
H -1.0531 -1.1153 1.8675

The value obtained for the HOMO energy is -10.0417 eV. The value obtained for the orbital gap is 8.8988 eV. The calculation puts the energy above the lowest of the compared OMol25 structures with the same formula, charge and spin at 105.1 kcal/mol.

=====

Respective E values: -12889.094 -21772.977 -149134.793 -20831.315 -59568.303 -20800.825 -8095.282 -11904.146 -20927.247 -45154.820 -17852.156 -19079.889 eV.